An isolated molecule of C5H11N3O in a non-equilibrium geometry, computed with the ωB97M-V functional and the def2-TZVPD basis.

Calculated values
- E_tot (a.u.) = -436.45079
- orbital gap (hartree) = 0.3248
- energy above the lowest of the compared OMol25 structures with the same formula, charge and spin (kJ/mol) = 515.2

Bonds (Å) are listed after each position.
Atoms and positions in Å:
1 H -2.69 -1.60 -0.42  C4 1.093
2 N 3.85 0.97 -0.58  N8 1.575, H12 1.009, H13 0.982
3 C 0.50 -0.51 -0.04  H11 1.080, C19 1.330, C20 1.519
4 C -1.63 -1.69 -0.17  H1 1.093, H15 1.112, H17 1.152, C20 1.502
5 N 2.93 -1.09 0.31  N8 1.149
6 H 1.27 1.00 -1.44  C19 1.109
7 H -1.56 -0.35 -2.19  O16 0.940
8 N 2.74 -0.11 -0.25  N2 1.575, N5 1.149, C19 1.433
9 H -1.38 1.70 0.25  C10 1.118
10 C -1.42 0.74 0.81  H9 1.118, H14 1.038, H18 1.081, C20 1.550
11 H 0.62 -1.24 0.76  C3 1.080
12 H 4.79 0.81 -0.26  N2 1.009
13 H 3.56 1.83 -0.20  N2 0.982
14 H -0.61 0.93 1.44  C10 1.038
15 H -1.57 -2.09 0.87  C4 1.112
16 O -1.35 0.23 -1.49  H7 0.940, C20 1.423
17 H -1.18 -2.56 -0.78  C4 1.152
18 H -2.37 0.62 1.31  C10 1.081
19 C 1.41 0.18 -0.70  C3 1.330, H6 1.109, N8 1.433
20 C -1.00 -0.33 -0.23  C3 1.519, C4 1.502, C10 1.550, O16 1.423

Computed Mulliken charges, given in elementary charges: 0.46 -0.68 -0.93 -1.77 -0.80 0.46 0.32 0.79 0.39 -1.52 0.32 0.28 0.21 0.43 0.42 -0.59 0.36 0.32 -0.28 1.82